Record 1
This record from OMol25 describes a 6-piece molecular cluster, C25H52N6O9S2 overall at a distorted geometry. The level of theory is ωB97M-V/def2-TZVPD.

```
! RIJCOSX wB97M-V def2-TZVPD def2/J DEFGRID3
* xyz 0 1
O 2.30866 -1.09524 9.55737
C 3.29607 -0.42583 9.28372
O 4.31463 -0.85636 8.46717
C 4.07863 -0.51217 7.11836
O 3.71507 -1.66893 6.42993
C 5.26251 0.19604 6.51682
C 4.94343 0.96286 5.24573
C 4.22996 2.31093 5.46948
S 3.01229 2.63063 4.13814
C 1.55579 3.42940 4.85217
S 1.36194 5.00683 4.50683
N 0.58412 2.76047 5.58260
C 0.97741 1.48032 6.13371
C 0.91395 0.32180 5.11212
O 0.23159 0.69291 3.94682
C -0.98171 1.30072 4.32935
C -0.73715 2.67830 4.94410
H 3.45693 0.56529 9.72247
H 3.22653 0.17417 7.09517
H 3.79932 -1.46930 5.49537
H 5.99388 -0.56963 6.26892
H 5.74980 0.82258 7.24996
H 4.37857 0.35546 4.54725
H 5.87558 1.17578 4.74298
H 3.81779 2.42211 6.46148
H 4.97677 3.08371 5.36813
H 1.93525 1.54194 6.61318
H 0.27650 1.25342 6.93226
H 1.92397 0.10049 4.79693
H 0.50910 -0.58612 5.55514
H -1.67289 1.39461 3.50140
H -1.43186 0.67668 5.10577
H -1.49187 2.79911 5.71756
H -0.88523 3.48986 4.25446
C -2.70890 0.28950 -1.83981
N -2.49435 1.11231 -0.66553
C -1.99167 0.74428 0.52898
C -1.58844 -0.69982 0.70817
O -1.86402 1.55974 1.43840
H -2.13200 0.69599 -2.67039
H -3.76502 0.31278 -2.10870
H -2.40832 -0.73751 -1.65923
H -2.74226 2.09026 -0.73262
H -1.20096 -0.83580 1.71461
H -2.44977 -1.35584 0.57258
H -0.80673 -0.96710 -0.00294
C -0.62054 4.38685 -5.19638
N -1.72058 3.80726 -4.45235
C -1.91456 3.77451 -3.11879
C -0.86975 4.42043 -2.23900
O -2.90868 3.23106 -2.64480
H -1.00349 5.14414 -5.87991
H -0.14012 3.61008 -5.78470
H 0.11155 4.84490 -4.53868
H -2.44804 3.36060 -4.98923
H -1.16700 4.30796 -1.20074
H 0.09952 3.94115 -2.37868
H -0.78187 5.48304 -2.46542
C -3.10201 -3.63588 4.27575
N -2.78648 -3.69012 2.85979
C -3.56878 -4.12242 1.83625
C -4.95325 -4.62086 2.17604
O -3.15066 -4.10111 0.69002
H -3.03164 -2.60688 4.63254
H -2.39257 -4.24468 4.83852
H -4.10424 -4.00326 4.46381
H -1.87841 -3.37266 2.56085
H -5.44400 -4.92598 1.25799
H -4.89994 -5.47831 2.84756
H -5.54261 -3.83164 2.64388
C -1.38048 -0.87440 -7.98491
N -1.22205 0.55574 -7.74336
C -2.16280 1.45925 -7.39351
C -3.57696 0.95998 -7.21952
O -1.86770 2.63863 -7.22387
H -0.75310 -1.43649 -7.30180
H -1.07530 -1.10716 -9.00488
H -2.41156 -1.17950 -7.84864
H -0.30225 0.95356 -7.84273
H -4.20972 1.79667 -6.94066
H -3.95026 0.53339 -8.15042
H -3.62460 0.20619 -6.43328
C 3.86697 -3.61093 -7.04932
N 2.42754 -3.42501 -7.00019
C 1.51978 -3.61646 -7.99189
C 2.03988 -4.08338 -9.33043
O 0.33166 -3.41506 -7.79382
H 4.17034 -4.35685 -6.31340
H 4.37145 -2.67149 -6.81865
H 4.18088 -3.94306 -8.03196
H 2.01692 -3.11784 -6.13318
H 1.20031 -4.18906 -10.00927
H 2.73931 -3.35761 -9.74653
H 2.53701 -5.04887 -9.23447
*
```

Its SMILES is O=CO[C@H](O)CCCSC(=S)N1CCOCC1.CNC(C)=O.CNC(C)=O.CNC(C)=O.CNC(C)=O.CNC(C)=O. The value obtained for the HOMO-LUMO gap is 7.95 eV. As for the LUMO energy: 0.06 eV.

=====

Record 2
This record from OMol25 describes a 7-piece molecular cluster, C25H52O7 overall at a distorted geometry. The level of theory is ωB97M-V/def2-TZVPD.

```
! RIJCOSX wB97M-V def2-TZVPD def2/J DEFGRID3
* xyz 1 2
C -1.65256 -1.16123 2.64195
C -2.40358 -2.38724 3.07270
C -3.15183 -1.82850 4.23893
O -2.19818 -1.06446 4.89141
C -1.46359 -0.23026 3.90076
H -2.13852 -0.50730 1.91786
H -0.70312 -1.46891 2.20378
H -1.75344 -3.24308 3.25424
H -3.16506 -2.69107 2.35440
H -3.65547 -2.57486 4.85324
H -3.93068 -1.17123 3.85228
H -0.38231 -0.21010 4.03694
H -1.81663 0.79893 3.83570
C 3.36458 -1.35321 1.14363
C 3.38618 -2.33255 2.17313
C 2.71826 -1.54076 3.34427
O 3.18004 -0.21467 3.16382
C 3.79693 -0.08640 1.92361
H 2.39173 -1.26076 0.66079
H 4.10541 -1.44973 0.34993
H 4.43066 -2.48718 2.44380
H 2.86452 -3.26507 1.95782
H 3.08824 -1.93363 4.29130
H 1.65792 -1.68801 3.13913
H 4.87164 -0.08147 2.10549
H 3.47932 0.82143 1.41070
C -2.20865 -4.63133 -0.22161
C -3.33512 -3.68490 -0.48648
C -2.67148 -2.35888 -0.77963
O -1.27344 -2.48130 -0.31153
C -0.92057 -3.80682 0.14286
H -2.04934 -5.41024 -0.96727
H -2.43943 -5.11696 0.72655
H -4.01599 -3.60753 0.36118
H -3.84053 -4.06505 -1.37425
H -3.15383 -1.48227 -0.34720
H -2.62741 -2.12707 -1.84379
H -0.65466 -3.92085 1.19376
H -0.17884 -4.25550 -0.51792
C 2.35655 -1.74463 -3.36177
C 1.40439 -1.83958 -2.25078
C 0.66939 -3.08569 -2.86568
O 0.39123 -2.74694 -4.22662
C 1.43572 -1.93383 -4.62767
H 3.12894 -2.51194 -3.30945
H 2.71182 -0.71495 -3.40225
H 0.69659 -1.01179 -2.20744
H 1.85552 -1.96868 -1.26696
H -0.25369 -3.21263 -2.30008
H 1.18475 -4.02604 -2.67009
H 1.00542 -0.98658 -4.95272
H 2.02951 -2.38462 -5.42284
C -0.84088 1.28373 -0.67089
C 0.57501 1.31178 -0.17901
C 0.54711 1.72130 1.30840
O -0.86726 1.81586 1.60884
C -1.58340 2.03333 0.41571
H -1.16330 0.24943 -0.79080
H -0.96353 1.71640 -1.66379
H 1.26907 2.01921 -0.63280
H 1.10175 0.37679 -0.36990
H 0.92319 2.72014 1.52974
H 1.14210 1.01096 1.88242
H -1.60120 3.09815 0.18347
H -2.60784 1.67310 0.50989
C 0.89159 6.05836 0.04576
C 1.24043 5.27439 -1.22313
C 2.42443 5.94045 -1.77849
O 3.15159 6.44933 -0.69179
C 2.19630 6.78606 0.38203
H 0.53552 5.53361 0.93230
H 0.08245 6.75328 -0.17891
H 0.39719 5.18754 -1.90835
H 1.57468 4.26564 -0.98065
H 2.15537 6.87759 -2.26581
H 3.01036 5.26802 -2.40508
H 1.89239 7.82647 0.49722
H 2.57503 6.35211 1.30742
C -3.95449 1.88463 -3.57539
O -3.17786 1.23652 -2.61252
H -3.38767 2.67137 -4.07325
H -4.38017 1.29295 -4.38583
H -4.75908 2.42746 -3.07934
H -2.56655 0.61196 -3.00977
*
```

The value obtained for the HOMO-LUMO gap (alpha / beta) is 8.57 / 2.17 eV. As for the LUMO energy (alpha / beta): -2.53 / -8.93 eV.

=====

Record 3
This record from OMol25 describes a 9-piece molecular cluster, C25H53FN6O17S2 overall at a distorted geometry. The level of theory is ωB97M-V/def2-TZVPD.

```
! RIJCOSX wB97M-V def2-TZVPD def2/J DEFGRID3
* xyz 0 1
O -0.33656 -1.16608 -0.30995
C 0.43344 -0.27746 0.08595
O 0.15690 0.69385 0.94119
C 1.05161 1.74640 0.69181
C 2.25464 0.99153 0.25191
F 2.89282 0.44007 1.31200
O 1.67629 -0.05484 -0.48580
H 0.59307 2.34308 -0.09675
H 1.12258 2.34879 1.59746
H 2.91952 1.61825 -0.34245
O 1.17682 3.95816 9.12532
S 2.50430 3.19281 9.21522
O 2.93710 2.33863 8.04644
O 3.73114 4.18342 9.81675
C 4.61963 3.51250 10.66047
C 3.74730 2.48693 11.31197
O 2.49394 2.33328 10.61218
H 5.34887 3.06069 9.98802
H 5.22493 4.14173 11.31297
H 3.56209 2.70637 12.36346
H 4.11339 1.46559 11.41658
O 0.94806 5.07936 -6.89474
S 0.84989 5.55728 -8.30851
O -0.36116 6.22739 -8.81630
O 2.14482 6.50517 -8.56262
C 2.61499 6.52545 -9.88776
C 2.26401 5.04422 -10.37513
O 1.29810 4.50146 -9.49107
H 2.11941 7.33105 -10.42953
H 3.68609 6.68643 -9.76557
H 3.16148 4.44565 -10.21903
H 1.82124 5.00175 -11.37024
C 3.41627 -3.46469 7.10700
N 2.12883 -3.64609 6.44968
C 1.22309 -4.63687 6.63171
C -0.13332 -4.53397 5.93312
O 1.61686 -5.73204 7.09527
H 3.83936 -2.46308 7.03052
H 3.97730 -4.25573 6.60941
H 3.30276 -3.76580 8.14842
H 1.80588 -2.78924 6.02355
H 0.02359 -4.58483 4.85567
H -0.71166 -3.62876 6.11802
H -0.71020 -5.43577 6.13820
C -9.17820 2.66578 -5.73987
N -7.77086 2.86729 -5.26411
C -7.47717 2.83884 -3.97614
C -6.02734 2.91950 -3.67974
O -8.27925 2.75087 -3.08138
H -9.18871 2.13781 -6.69340
H -9.50681 3.69682 -5.87053
H -9.72922 2.07142 -5.01103
H -7.02705 2.84322 -5.94695
H -5.76144 2.97436 -2.62409
H -5.68353 3.66516 -4.39660
H -5.56232 1.97746 -3.97027
C 5.24384 6.34930 -0.56925
N 5.78917 6.24974 0.80660
C 6.94417 5.67566 1.22587
C 7.28472 5.63987 2.68127
O 7.52797 4.96029 0.43518
H 5.09138 7.33475 -1.00941
H 4.18894 6.12621 -0.40951
H 5.75357 5.79554 -1.35768
H 5.16845 6.59025 1.52691
H 6.33059 5.79676 3.18440
H 8.00944 6.36268 3.05600
H 7.55011 4.64472 3.03813
C -7.70502 -2.23165 0.16417
N -9.02799 -2.01536 -0.38646
C -9.79993 -2.86143 -1.08205
C -11.06730 -2.33869 -1.68226
O -9.59071 -4.09203 -1.23429
H -7.09945 -2.93939 -0.40194
H -7.75848 -2.53572 1.20954
H -7.22984 -1.25084 0.14670
H -9.22213 -1.05474 -0.63062
H -11.11295 -2.51279 -2.75730
H -11.16153 -1.30996 -1.33447
H -11.95366 -2.89122 -1.37054
C -6.90767 -11.16687 -0.55988
N -5.75888 -10.48453 -1.11014
C -4.80353 -9.81344 -0.46697
C -3.77796 -9.03907 -1.22539
O -4.82028 -9.61665 0.74219
H -7.75905 -10.49059 -0.63682
H -6.78029 -11.52432 0.46192
H -7.09808 -11.99077 -1.24765
H -5.53654 -10.48505 -2.09536
H -3.47885 -8.06627 -0.83516
H -3.99932 -8.98606 -2.29135
H -2.89284 -9.67476 -1.20109
C 8.55941 -1.67678 -0.56008
N 8.34648 -0.86861 -1.71702
C 8.14802 -1.25562 -2.96826
C 8.14091 -0.16544 -4.01765
O 8.07661 -2.44788 -3.29175
H 8.32456 -1.00634 0.26663
H 9.57986 -2.04356 -0.67068
H 7.94024 -2.57345 -0.53347
H 8.43464 0.12232 -1.54269
H 7.22232 -0.04689 -4.59232
H 8.84317 -0.42348 -4.81034
H 8.48605 0.79157 -3.62635
*
```

Its SMILES is O=C1OC[C@@H](F)O1.O=S1(=O)OCCO1.O=S1(=O)OCCO1.CNC(C)=O.CNC(C)=O.CNC(C)=O.CNC(C)=O.CNC(C)=O.CNC(C)=O. The calculation puts the energy relative to the best compared isomer or geometry (same formula, charge and spin) at 448.1 kJ/mol. The value obtained for the HOMO-LUMO gap is 8.94 eV. As for the LUMO energy: -0.08 eV.